9
Properties=species:S:1:pos:R:3:nbo_charge:R:1 method="wB97M-V/def2-TZVPD" e_homo_ev="-13.8784 / -13.8756" max_force_ev_per_a=2.93 spin_multiplicity=1 e_above_lowest_kj_mol=563.17 energy_ev=-9184.4874 gap_ha="0.296 / 0.296" total_charge=+1
C -0.8232 -1.6245 -0.1701 0.60
C 0.2005 0.8703 -0.0118 0.37
N -0.9479 1.1204 0.0580 0.14
N 1.4846 0.7812 0.1288 -0.80
O -1.8955 -1.2618 -0.1884 -0.17
O -2.0964 0.7756 -0.0083 -0.30
H 0.0638 -2.2095 -0.1969 0.28
H 2.1133 0.8698 -0.6613 0.44
H 1.9007 0.6785 1.0500 0.44